1.
The following is a DFT calculation (wB97M-V/def2-TZVPD) of the molecule C12H18N2O3.

Bonds (Å) are listed after each position.
Positions of all 35 atoms, in Å:
1 C -2.418 3.214 -1.960  C2 1.538, H18 1.069, H19 1.090, H20 1.084
2 C -1.806 2.060 -1.148  C1 1.538, C3 1.528, C4 1.518, H21 1.118
3 C -2.627 1.673 0.080  C2 1.528, H22 1.091, H23 1.083, H24 1.103
4 C -0.417 2.442 -0.670  C2 1.518, C5 1.368, H25 1.083
5 C 0.588 1.528 -0.507  C4 1.368, N6 1.419, C16 1.459
6 N 0.276 0.161 -0.720  C5 1.419, C7 1.321
7 C 1.173 -0.750 -0.389  N6 1.321, C8 1.502, C12 1.484
8 C 0.814 -2.204 -0.497  C7 1.502, C9 1.516, H26 1.122, H27 1.112
9 C 0.585 -2.771 0.891  C8 1.516, C10 1.543, C11 1.538, H28 1.111
10 C -0.467 -2.002 1.717  C9 1.543, H29 1.093, H30 1.097, H31 1.085
11 C 0.235 -4.259 0.719  C9 1.538, H32 1.100, H33 1.090, H34 1.112
12 C 2.499 -0.327 0.125  C7 1.484, O13 1.232, N14 1.390
13 O 3.328 -1.192 0.415  C12 1.232
14 N 2.869 1.004 0.279  C12 1.390, O15 1.421, C16 1.384
15 O 4.092 1.352 0.913  N14 1.421, H35 0.982
16 C 1.902 1.945 -0.030  C5 1.459, N14 1.384, O17 1.233
17 O 2.181 3.128 0.176  C16 1.233
18 H -3.452 3.028 -2.159  C1 1.069
19 H -2.327 4.155 -1.416  C1 1.090
20 H -1.890 3.342 -2.898  C1 1.084
21 H -1.759 1.185 -1.843  C2 1.118
22 H -2.135 0.862 0.619  C3 1.091
23 H -3.597 1.269 -0.184  C3 1.083
24 H -2.732 2.506 0.795  C3 1.103
25 H -0.254 3.493 -0.466  C4 1.083
26 H -0.157 -2.280 -1.054  C8 1.122
27 H 1.571 -2.787 -1.066  C8 1.112
28 H 1.547 -2.703 1.443  C9 1.111
29 H -1.348 -1.847 1.090  C10 1.093
30 H -0.741 -2.597 2.598  C10 1.097
31 H -0.110 -1.043 2.079  C10 1.085
32 H 0.958 -4.748 0.050  C11 1.100
33 H 0.287 -4.741 1.696  C11 1.090
34 H -0.785 -4.421 0.305  C11 1.112
35 H 4.119 2.327 1.020  O15 0.982

Charge: 0

***

2.
The following is a DFT calculation (wB97M-V/def2-TZVPD) of the molecule C12H18N2O4S.

Bonds (Å) are listed after each position.
Positions of all 37 atoms, in Å:
1 C 4.494 1.759 -3.992  C2 1.524, H20 1.087, H21 1.088, H22 1.087
2 C 2.975 1.784 -4.105  C1 1.524, C3 1.526, H23 1.092, H24 1.092
3 C 2.329 0.771 -3.164  C2 1.526, C4 1.525, H25 1.092, H26 1.092
4 C 0.809 0.792 -3.284  C3 1.525, O5 1.429, H27 1.095, H28 1.092
5 O 0.197 -0.091 -2.341  C4 1.429, C6 1.333
6 C 0.129 -1.379 -2.675  O5 1.333, O7 1.202, N8 1.378
7 O 0.496 -1.866 -3.710  C6 1.202
8 N -0.441 -2.132 -1.672  C6 1.378, C9 1.366, H29 1.013
9 C -0.894 -1.707 -0.455  N8 1.366, N10 1.297, S19 1.738
10 N -1.422 -2.535 0.391  C9 1.297, C11 1.352
11 C -1.803 -1.922 1.534  N10 1.352, C12 1.486, C13 1.377
12 C -2.430 -2.735 2.609  C11 1.486, H30 1.086, H31 1.088, H32 1.088
13 C -1.555 -0.567 1.561  C11 1.377, C14 1.455, S19 1.745
14 C -1.807 0.434 2.587  C13 1.455, O15 1.209, O16 1.345
15 O -1.515 1.602 2.473  C14 1.209
16 O -2.413 -0.085 3.669  C14 1.345, C17 1.427
17 C -2.684 0.821 4.738  O16 1.427, C18 1.522, H33 1.095, H34 1.092
18 C -1.462 1.023 5.623  C17 1.522, H35 1.087, H36 1.088, H37 1.086
19 S -0.806 -0.053 0.072  C9 1.738, C13 1.745
20 H 4.939 2.487 -4.666  C1 1.087
21 H 4.806 1.995 -2.977  C1 1.088
22 H 4.878 0.774 -4.248  C1 1.087
23 H 2.608 2.785 -3.865  C2 1.092
24 H 2.682 1.559 -5.132  C2 1.092
25 H 2.604 0.994 -2.131  C3 1.092
26 H 2.686 -0.233 -3.405  C3 1.092
27 H 0.503 0.500 -4.294  C4 1.095
28 H 0.409 1.778 -3.043  C4 1.092
29 H -0.544 -3.122 -1.859  N8 1.013
30 H -2.463 -3.773 2.292  C12 1.086
31 H -3.438 -2.379 2.811  C12 1.088
32 H -1.859 -2.647 3.531  C12 1.088
33 H -3.009 1.779 4.319  C17 1.095
34 H -3.503 0.360 5.296  C17 1.092
35 H -0.666 1.493 5.050  C18 1.087
36 H -1.109 0.068 6.003  C18 1.088
37 H -1.720 1.666 6.459  C18 1.086

Charge: 0

***

Energy, respectively: -21856.934, -34742.999 eV.
Energy relative to the best compared isomer or geometry (same formula, charge and spin), respectively: 74.72, 0.82 kcal per mole.
HOMO-LUMO gap, respectively: 8.6, 9.1 eV.